[1]
The following is a DFT calculation (ωB97M-V/def2-TZVPD) of a 2-piece molecular cluster, C3H9NO3S overall.

## Properties
Orbital gap (alpha / beta) (eV): 8.254 / 8.253
HOMO (alpha / beta) (eV): -7.9109 / -7.9103

ORCA input file:
```
! wB97M-V def2-TZVPD RIJCOSX def2/J DEFGRID3
* xyz 0 1
C -0.355 -1.913 -0.232
C -1.115 1.400 1.374
C -0.078 -0.436 0.105
N -1.037 0.267 0.728
O 1.989 0.227 -1.318
O 1.739 1.048 1.091
O 2.385 -1.284 0.579
S 1.605 -0.153 0.316
H -1.366 -2.253 -0.505
H -0.003 -2.523 0.634
H 0.329 -2.183 -1.090
H -0.256 2.068 1.455
H -0.804 2.061 -2.338
H -2.012 1.636 1.981
H -0.524 1.683 -1.804
H -1.865 -0.477 0.739
H 1.368 0.832 -1.717
*
```



[2]
The following is a DFT calculation (ωB97M-V/def2-TZVPD) of one molecule with the formula C9H18N2O4.

## Properties
Orbital gap (eV): 9.779
HOMO (eV): -9.4271
Structure (SMILES): O=C(CCCCCCCC(=O)NO)NO

ORCA input file:
```
! wB97M-V def2-TZVPD RIJCOSX def2/J DEFGRID3
* xyz 0 1
O -3.299 -1.291 -1.174
C -2.381 -1.602 -0.429
C -2.342 -1.364 1.119
C -1.455 -0.155 1.253
C -2.030 1.249 0.499
C -1.058 2.374 0.245
C -0.164 1.882 -1.022
C 0.646 0.596 -0.897
C 1.765 0.675 0.157
C 2.588 -0.511 0.095
O 2.285 -1.685 0.291
N 3.868 -0.113 0.094
O 5.006 -1.074 -0.106
N -1.134 -2.267 -0.827
O -0.248 -2.939 0.136
H -2.027 -2.165 1.772
H -3.415 -0.957 1.237
H -0.455 -0.473 0.676
H -1.501 0.220 2.327
H -2.454 0.828 -0.539
H -2.909 1.592 1.176
H -1.714 3.257 0.101
H -0.200 2.524 1.015
H 0.565 2.777 -1.142
H -0.765 1.884 -2.064
H 1.262 0.777 -1.925
H -0.150 -0.110 -1.097
H 1.498 0.903 1.220
H 2.455 1.476 0.062
H 4.111 0.821 -0.553
H 4.481 -2.008 -0.238
H -1.421 -2.840 -1.662
H 0.593 -2.280 0.201
*
```



[3]
The following is a DFT calculation (ωB97M-V/def2-TZVPD) of a 2-piece molecular cluster, C3H7S overall.

## Properties
Orbital gap (eV): 6.608
HOMO (eV): -2.6200

ORCA input file:
```
! wB97M-V def2-TZVPD RIJCOSX def2/J DEFGRID3
* xyz -1 1
S -2.696 -0.032 0.869
H -3.784 -0.251 1.617
C -0.022 0.707 -0.807
C 0.579 -0.297 0.122
C 1.867 -0.632 0.149
H -0.505 1.485 -0.213
H 0.718 1.133 -1.486
H -0.845 0.243 -1.359
H -0.129 -0.760 0.805
H 2.229 -1.383 0.846
H 2.590 -0.213 -0.544
*
```



[4]
The following is a DFT calculation (ωB97M-V/def2-TZVPD) of a 2-piece molecular cluster, C4H11N4 overall.

## Properties
Orbital gap (eV): 10.543
HOMO (eV): -13.5031

ORCA input file:
```
! wB97M-V def2-TZVPD RIJCOSX def2/J DEFGRID3
* xyz 1 1
C -1.254 -1.323 0.464
C -1.181 0.075 0.246
C -0.465 -1.992 -0.484
C 0.294 1.316 -1.369
N -0.380 0.212 -0.802
N -1.649 1.083 1.074
N 2.102 0.043 1.179
N -0.052 -1.014 -1.258
H -1.769 -1.880 1.162
H -0.090 -2.970 -0.506
H 3.109 0.045 1.381
H 1.221 0.988 -1.663
H -0.423 1.724 -2.176
H 0.489 2.071 -0.728
H -2.282 0.885 1.762
H -1.770 1.921 0.638
H 1.828 -0.838 1.245
H 1.714 0.689 1.923
H 0.559 -1.036 -2.085
*
```



[5]
The following is a DFT calculation (ωB97M-V/def2-TZVPD) of a 8-piece molecular cluster, C30H50O19S overall.

## Properties
Orbital gap (eV): 9.489
HOMO (eV): -9.6740
Structure (SMILES): C[C@H]1COC(=O)O1.C[C@H]1COC(=O)O1.C[C@H]1COC(=O)O1.C[C@H]1COC(=O)O1.C[C@H]1COC(=O)O1.O=S1(=O)CCCC1.CC(C)=O.CC(C)=O

ORCA input file:
```
! wB97M-V def2-TZVPD RIJCOSX def2/J DEFGRID3
* xyz 0 1
C 7.306 -2.916 -6.393
C 7.128 -3.479 -5.005
C 8.346 -3.790 -4.288
O 8.300 -2.827 -3.277
C 7.290 -1.976 -3.393
O 6.965 -1.152 -2.579
O 6.537 -2.410 -4.348
H 8.241 -3.363 -6.733
H 7.368 -1.834 -6.506
H 6.609 -3.287 -7.145
H 6.428 -4.312 -4.930
H 9.186 -3.712 -4.978
H 8.399 -4.716 -3.715
C -6.332 -2.484 4.056
C -6.146 -1.859 5.409
C -6.376 -2.624 6.660
O -5.222 -2.376 7.377
C -4.289 -1.876 6.553
O -3.140 -1.563 6.932
O -4.918 -1.533 5.406
H -5.712 -3.378 3.989
H -6.015 -1.875 3.209
H -7.385 -2.760 3.992
H -6.841 -1.022 5.346
H -6.515 -3.694 6.506
H -7.258 -2.319 7.224
C -3.368 6.931 4.120
C -3.368 5.640 5.057
C -2.160 4.839 4.943
O -1.781 4.510 6.229
C -2.507 5.387 7.071
O -2.313 5.557 8.301
O -3.429 6.048 6.397
H -3.337 6.744 3.047
H -2.420 7.468 4.157
H -4.319 7.409 4.354
H -4.275 5.085 4.818
H -1.443 5.274 4.246
H -2.438 3.960 4.361
C 3.442 0.267 6.994
C 4.320 1.344 7.549
C 3.481 2.347 8.320
O 4.266 2.547 9.528
C 5.121 1.556 9.626
O 5.820 1.444 10.655
O 5.200 0.852 8.506
H 3.947 -0.635 6.646
H 2.846 0.736 6.211
H 2.684 -0.042 7.713
H 4.989 1.892 6.885
H 2.431 2.057 8.329
H 3.389 3.298 7.794
C -2.104 4.545 -8.023
C -3.243 4.067 -7.055
C -3.936 5.155 -6.173
O -5.304 4.946 -6.308
C -5.528 4.046 -7.278
O -6.619 3.815 -7.715
O -4.358 3.598 -7.721
H -2.251 5.533 -8.459
H -1.889 3.915 -8.886
H -1.118 4.531 -7.560
H -2.850 3.381 -6.304
H -3.539 6.153 -6.360
H -3.644 5.057 -5.127
O -1.000 0.763 -1.830
S -0.810 -0.674 -1.605
O -1.088 -1.625 -2.789
C 0.885 -1.102 -0.991
C 0.846 -0.923 0.546
C -0.603 -1.466 1.023
C -1.627 -1.277 -0.078
H 1.733 -0.608 -1.466
H 1.036 -2.150 -1.250
H 1.651 -1.410 1.096
H 1.092 0.098 0.840
H -0.965 -0.917 1.892
H -0.535 -2.483 1.409
H -2.434 -0.660 0.318
H -2.065 -2.224 -0.395
C 2.375 0.681 -6.843
C 2.953 2.055 -6.741
C 2.892 2.818 -5.486
O 3.555 2.543 -7.756
H 2.652 0.310 -7.830
H 1.297 0.667 -6.682
H 2.923 0.147 -6.067
H 1.838 2.890 -5.218
H 3.393 3.754 -5.730
H 3.411 2.358 -4.644
C -2.215 -7.844 -3.045
C -0.933 -8.037 -2.244
C -0.779 -9.155 -1.300
O 0.022 -7.254 -2.494
H -3.009 -7.561 -2.355
H -2.408 -8.685 -3.711
H -2.101 -6.982 -3.703
H 0.253 -9.503 -1.318
H -1.563 -9.886 -1.500
H -1.027 -8.774 -0.309
*
```



[6]
The following is a DFT calculation (ωB97M-V/def2-TZVPD) of C41H39HfN10P as an isolated structure.

## Properties
Orbital gap (alpha / beta) (eV): 4.624 / 4.602
HOMO (alpha / beta) (eV): -11.4384 / -11.4263

ORCA input file:
```
! wB97M-V def2-TZVPD RIJCOSX def2/J DEFGRID3
* xyz 2 1
Hf -0.665 0.203 0.039
C -5.138 -2.161 -4.345
C -4.467 -3.389 -4.182
C -3.389 -3.544 -3.317
C -3.010 -2.402 -2.618
C -2.138 -2.226 -1.471
N -1.383 -3.138 -0.967
C -0.579 -2.960 0.111
C 0.187 -4.052 0.678
C 0.177 -5.401 0.406
C 0.981 -6.196 1.205
C 1.810 -5.674 2.182
C 1.846 -4.282 2.445
C 0.995 -3.488 1.682
C 0.691 -2.084 1.757
N 1.248 -1.245 2.548
C 0.915 0.059 2.669
N -0.174 0.617 2.036
C -0.432 1.857 2.626
N -1.520 2.602 2.408
C -2.482 2.375 1.542
N -2.435 1.387 0.566
C -3.475 1.591 -0.295
N -3.782 0.824 -1.359
C -3.227 -0.328 -1.682
N -2.177 -0.904 -1.022
C -3.735 -1.211 -2.720
C -4.825 -1.077 -3.543
C -4.230 2.742 0.141
C -5.341 3.347 -0.397
C -5.797 4.489 0.250
C -5.173 4.967 1.381
C -4.036 4.381 1.930
C -3.613 3.237 1.296
C 0.636 2.127 3.586
C 0.849 3.148 4.508
C 2.003 3.111 5.269
C 2.884 2.004 5.239
C 2.616 0.927 4.401
C 1.485 1.018 3.576
N -0.238 -1.817 0.741
H -5.999 -2.158 -5.007
H -4.847 -4.208 -4.758
H -2.849 -4.457 -3.108
H -0.507 -5.812 -0.319
H 1.000 -7.253 1.042
H 2.398 -6.368 2.768
H 2.451 -3.831 3.222
H -5.373 -0.147 -3.565
H -5.830 2.977 -1.261
H -6.610 5.071 -0.109
H -5.539 5.890 1.861
H -3.542 4.901 2.785
H 0.201 3.992 4.636
H 2.329 3.933 5.943
H 3.769 2.048 5.852
H 3.223 0.019 4.391
C 4.332 -1.207 0.867
C 4.302 -0.344 -0.408
N 3.447 -0.867 -1.483
C 4.082 -1.550 -2.618
C 4.982 -2.682 -2.157
C 2.134 -0.691 -1.394
C 1.256 -1.283 -2.493
N 1.548 0.052 -0.488
H 4.730 -0.583 1.649
H 5.003 -2.081 0.763
H 3.330 -1.516 1.164
H 5.292 -0.147 -0.834
H 3.949 0.666 -0.091
H 4.627 -0.824 -3.212
H 3.293 -1.937 -3.245
H 5.805 -2.309 -1.594
H 5.352 -3.213 -3.035
H 4.438 -3.372 -1.497
H 1.511 -0.796 -3.437
H 0.197 -1.091 -2.275
H 1.421 -2.364 -2.568
H 2.240 0.433 0.162
C -0.970 4.160 -0.931
P 0.178 2.770 -0.956
C 1.628 3.248 0.041
C 0.812 2.552 -2.649
H -0.534 5.094 -1.240
H -1.352 4.263 0.099
H -1.817 3.973 -1.582
H 2.063 4.199 -0.349
H 2.366 2.488 -0.006
H 1.305 3.430 1.065
H 1.182 3.524 -3.014
H 0.058 2.107 -3.305
H 1.675 1.866 -2.622
*
```



[7]
The following is a DFT calculation (ωB97M-V/def2-TZVPD) of one molecule with the formula C6H8N4O2S.

## Properties
Orbital gap (eV): 8.447
HOMO (eV): -8.4394
Structure (SMILES): NN/C(O)=C\C(=O)Nc1nccs1

ORCA input file:
```
! wB97M-V def2-TZVPD RIJCOSX def2/J DEFGRID3
* xyz 0 1
N 0.439 0.567 4.294
N 1.092 0.235 2.756
C 1.204 1.325 1.938
O 1.692 2.434 2.512
C 0.620 1.415 0.551
C 0.064 0.313 -0.085
O -0.478 -0.734 0.447
N 0.041 0.258 -1.498
C -0.630 -0.751 -2.210
N -0.340 -2.086 -2.046
C -0.964 -2.815 -2.985
C -1.773 -2.094 -3.832
S -1.722 -0.371 -3.412
H -0.037 1.662 4.044
H 1.409 0.695 4.783
H 0.133 -0.337 2.357
H 1.760 3.118 1.883
H 0.474 2.439 0.044
H 0.299 1.163 -1.917
H -1.003 -3.894 -2.865
H -2.279 -2.542 -4.759
*
```



Ordered maximum force results: 0.09475, 0.11656, 0.00634, 0.12670, 0.17437, 0.03774, 0.12999; unit hartree/bohr.
Ordered E results: -798.2216, -763.9609, -516.6958, -377.7541, -3000.7021, -2522.4657, -1000.9742; unit Ha.
Ordered ΔE to the lowest compared entry with this formula, charge and spin results: 113.3, 201.2, 10.4, 45.6, 117.4, 0.0, 93.5; unit kcal/mol.